No. 1
Formula: C5H8N2S
Source: the OMol25 dataset
Level of theory: ωB97M-V/def2-TZVPD

## Properties
**Gap between HOMO and LUMO**: 0.3045 Eh
**E_LUMO**: 0.57 eV
**SMILES**: CNN1C=CC=CS1

Bonds (Å) are listed after each position.
Cartesian coordinates (Å):
1 C -1.72 0.00 1.07  N2 1.380, H9 1.039, H10 1.156, H11 1.188
2 N -0.61 -0.44 1.77  C1 1.380, N3 1.406, H12 1.109
3 N 0.50 -0.60 0.92  N2 1.406, C4 1.403, S8 1.832
4 C 1.28 0.54 0.62  N3 1.403, C5 1.358, H13 1.114
5 C 1.63 0.87 -0.65  C4 1.358, C6 1.403, H14 1.174
6 C 0.93 0.40 -1.77  C5 1.403, C7 1.337, H15 1.107
7 C 0.17 -0.70 -1.85  C6 1.337, S8 1.792, H16 1.062
8 S 0.29 -1.80 -0.44  N3 1.832, C7 1.792
9 H -1.69 1.04 0.99  C1 1.039
10 H -1.91 -0.36 -0.01  C1 1.156
11 H -2.67 -0.31 1.71  C1 1.188
12 H -0.75 -1.39 2.31  N2 1.109
13 H 1.58 0.98 1.59  C4 1.114
14 H 2.41 1.70 -0.94  C5 1.174
15 H 1.09 0.99 -2.69  C6 1.107
16 H -0.53 -0.92 -2.62  C7 1.062

Electronic structure analysis, Mulliken charges in units of e: atom 1 (C): -0.653, atom 2 (N): -0.414, atom 3 (N): -0.064, atom 4 (C): -0.076, atom 5 (C): -0.496, atom 6 (C): -0.048, atom 7 (C): -0.528, atom 8 (S): -0.082, atom 9 (H): 0.283, atom 10 (H): 0.221, atom 11 (H): 0.295, atom 12 (H): 0.304, atom 13 (H): 0.338, atom 14 (H): 0.213, atom 15 (H): 0.272, atom 16 (H): 0.435


No. 2
Formula: C5H8N2S
Source: the OMol25 dataset
Level of theory: ωB97M-V/def2-TZVPD

## Properties
**Gap between HOMO and LUMO (alpha / beta)**: 0.2408 / 0.2405 Eh
**Charge**: +2
**E_LUMO (alpha / beta)**: -11.48 / -11.48 eV

Bonds (Å) are listed after each position.
Cartesian coordinates (Å):
1 C -1.93 1.18 0.11  C2 1.326, N6 1.438, H9 1.146
2 C -2.32 -0.08 -0.03  C1 1.326, N7 1.459, H10 1.090
3 C -0.11 -0.02 0.13  N6 1.275, N7 1.380
4 C -1.16 -2.22 -0.04  N7 1.290, H11 1.006, H12 1.116
5 C 3.12 0.67 -0.12  S8 1.804, H13 1.046, H14 1.092, H15 1.014
6 N -0.49 1.20 0.10  C1 1.438, C3 1.275, H16 1.011
7 N -1.15 -0.93 0.04  C2 1.459, C3 1.380, C4 1.290
8 S 2.33 -0.93 0.12  C5 1.804
9 H -2.57 2.13 0.16  C1 1.146
10 H -3.38 -0.32 -0.18  C2 1.090
11 H -0.35 -2.67 -0.43  C4 1.006
12 H -2.11 -2.69 0.30  C4 1.116
13 H 4.11 0.59 0.21  C5 1.046
14 H 2.56 1.36 0.52  C5 1.092
15 H 3.24 0.80 -1.11  C5 1.014
16 H 0.20 1.92 0.23  N6 1.011

Electronic structure analysis, Mulliken charges in units of e: atom 1 (C): -0.374, atom 2 (C): -0.166, atom 3 (C): -0.211, atom 4 (C): 0.069, atom 5 (C): -0.815, atom 6 (N): 0.150, atom 7 (N): 0.299, atom 8 (S): 0.260, atom 9 (H): 0.377, atom 10 (H): 0.403, atom 11 (H): 0.323, atom 12 (H): 0.299, atom 13 (H): 0.432, atom 14 (H): 0.293, atom 15 (H): 0.370, atom 16 (H): 0.291


No. 3
Formula: C5H8N3
Source: the OMol25 dataset
Level of theory: ωB97M-V/def2-TZVPD

## Properties
**Gap between HOMO and LUMO**: 0.3534 Eh
**Charge**: +1
**E_LUMO**: -5.26 eV

Bonds (Å) are listed after each position.
Cartesian coordinates (Å):
1 C -2.94 -0.34 0.07  C2 1.465, N6 1.535, H9 1.089, H14 1.049
2 C -1.98 -1.21 -0.61  C1 1.465, N7 1.334, H10 1.016
3 C 2.53 0.30 0.32  C4 1.446, N8 1.509, H11 1.145, H12 1.103
4 C 2.93 -0.44 -0.86  C3 1.446, N8 1.272, H13 1.115
5 C -0.85 0.30 0.50  N6 1.261, N7 1.376, H15 1.079
6 N -2.02 0.62 0.84  C1 1.535, C5 1.261
7 N -0.75 -0.76 -0.37  C2 1.334, C5 1.376, H16 1.044
8 N 1.74 -0.69 -0.49  C3 1.509, C4 1.272
9 H -3.52 0.45 -0.40  C1 1.089
10 H -2.16 -2.05 -1.15  C2 1.016
11 H 2.80 -0.15 1.33  C3 1.145
12 H 2.06 1.30 0.44  C3 1.103
13 H 3.62 -0.88 -1.61  C4 1.115
14 H -3.55 -0.90 0.72  C1 1.049
15 H -0.01 0.69 1.05  C5 1.079
16 H 0.21 -1.11 -0.59  N7 1.044

Electronic structure analysis, Mulliken charges in units of e: atom 1 (C): -0.493, atom 2 (C): -0.089, atom 3 (C): -0.555, atom 4 (C): -0.057, atom 5 (C): -0.076, atom 6 (N): -0.388, atom 7 (N): 0.097, atom 8 (N): -0.370, atom 9 (H): 0.338, atom 10 (H): 0.535, atom 11 (H): 0.243, atom 12 (H): 0.362, atom 13 (H): 0.346, atom 14 (H): 0.341, atom 15 (H): 0.385, atom 16 (H): 0.381


No. 4
Formula: C5H8N3O
Source: the OMol25 dataset
Level of theory: ωB97M-V/def2-TZVPD

## Properties
**Gap between HOMO and LUMO**: 0.3193 Eh
**Charge**: +1
**E_LUMO**: -4.68 eV
**SMILES**: N=C=NCO/C=C/C=[NH2+]

Bonds (Å) are listed after each position.
Cartesian coordinates (Å):
1 N 3.83 -1.43 -0.43  C2 1.172, H10 0.992
2 C 2.93 -0.70 -0.24  N1 1.172, N3 1.214
3 N 1.98 -0.26 0.36  C2 1.214, C4 1.406
4 C 1.47 1.01 0.71  N3 1.406, O5 1.457, H11 1.185, H12 1.135
5 O 0.72 1.72 -0.32  C4 1.457, C6 1.310
6 C -0.43 1.16 -0.61  O5 1.310, C7 1.404, H13 1.230
7 C -0.98 0.00 -0.05  C6 1.404, C8 1.389, H14 1.102
8 C -2.33 -0.22 -0.29  C7 1.389, N9 1.341, H15 1.111
9 N -3.12 -1.14 0.28  C8 1.341, H16 1.089, H17 1.031
10 H 4.33 -1.58 -1.27  N1 0.992
11 H 2.21 1.82 1.15  C4 1.185
12 H 0.67 0.80 1.49  C4 1.135
13 H -1.15 1.99 -1.18  C6 1.230
14 H -0.30 -0.70 0.46  C7 1.102
15 H -2.85 0.46 -1.00  C8 1.111
16 H -4.19 -0.94 0.18  N9 1.089
17 H -2.79 -1.98 0.78  N9 1.031

Electronic structure analysis, Mulliken charges in units of e: atom 1 (N): -0.331, atom 2 (C): 0.279, atom 3 (N): -0.282, atom 4 (C): -0.549, atom 5 (O): -0.236, atom 6 (C): 0.029, atom 7 (C): -0.123, atom 8 (C): -0.119, atom 9 (N): -0.364, atom 10 (H): 0.303, atom 11 (H): 0.279, atom 12 (H): 0.501, atom 13 (H): 0.275, atom 14 (H): 0.478, atom 15 (H): 0.295, atom 16 (H): 0.295, atom 17 (H): 0.269


No. 5
Formula: C5H8N3OS
Source: the OMol25 dataset
Level of theory: ωB97M-V/def2-TZVPD

## Properties
**Gap between HOMO and LUMO (alpha / beta)**: 0.2243 / 0.2589 Eh
**Charge**: +1
**E_LUMO (alpha / beta)**: -6.04 / -5.39 eV

Bonds (Å) are listed after each position.
Cartesian coordinates (Å):
1 C -0.05 -2.07 0.37  C2 1.398, N6 1.366, H11 1.075
2 C 0.04 -2.80 -0.82  C1 1.398, O9 1.138
3 C 1.31 -0.09 0.33  C4 1.540, N6 1.308, N8 1.381
4 C 0.86 0.52 -1.01  C3 1.540, S10 2.001, H12 1.080, H13 1.091
5 C -2.27 1.65 0.36  N7 1.386, H14 1.182, H15 1.122, H16 1.181
6 N 0.96 -1.25 0.81  C1 1.366, C3 1.308
7 N -2.13 0.73 -0.67  C5 1.386, S10 1.540
8 N 2.34 0.52 1.01  C3 1.381, H17 0.974, H18 0.942
9 O 0.06 -3.47 -1.74  C2 1.138
10 S -1.01 -0.15 -1.25  C4 2.001, N7 1.540
11 H -0.64 -2.48 1.17  C1 1.075
12 H 0.80 1.60 -1.03  C4 1.080
13 H 1.41 0.15 -1.87  C4 1.091
14 H -1.18 2.10 0.50  C5 1.182
15 H -2.64 1.05 1.23  C5 1.122
16 H -3.13 2.38 0.03  C5 1.181
17 H 2.58 1.44 0.77  N8 0.974
18 H 2.68 0.15 1.81  N8 0.942

Electronic structure analysis, Mulliken charges in units of e: atom 1 (C): -0.690, atom 2 (C): 0.865, atom 3 (C): 0.809, atom 4 (C): -0.906, atom 5 (C): -0.502, atom 6 (N): -0.505, atom 7 (N): -0.183, atom 8 (N): -0.359, atom 9 (O): -0.196, atom 10 (S): 0.338, atom 11 (H): 0.320, atom 12 (H): 0.461, atom 13 (H): 0.377, atom 14 (H): 0.252, atom 15 (H): 0.249, atom 16 (H): 0.263, atom 17 (H): 0.191, atom 18 (H): 0.215


No. 6
Formula: C5H8N4
Source: the OMol25 dataset
Level of theory: ωB97M-V/def2-TZVPD

## Properties
**Gap between HOMO and LUMO**: 0.3516 Eh
**E_LUMO**: 0.90 eV

Bonds (Å) are listed after each position.
Cartesian coordinates (Å):
1 C 2.16 -1.44 -0.04  C2 1.477, C3 1.404, H10 1.094
2 C 1.17 -1.61 1.04  C1 1.477, N6 1.315, H11 1.062
3 C 1.89 -0.16 -0.56  C1 1.404, N9 1.364, H12 0.982
4 C -2.49 -0.29 -1.56  N8 1.178, H14 1.054
5 C 0.37 1.64 0.19  N9 1.423, H13 1.148, H15 1.131, H16 1.088
6 N 0.36 -0.58 1.09  C2 1.315, N9 1.364
7 N -2.89 0.64 0.55  N8 1.221, H17 1.095
8 N -2.72 -0.07 -0.43  C4 1.178, N7 1.221
9 N 0.83 0.29 0.15  C3 1.364, C5 1.423, N6 1.364
10 H 3.01 -2.10 -0.20  C1 1.094
11 H 0.81 -2.55 1.38  C2 1.062
12 H 2.19 0.48 -1.24  C3 0.982
13 H 0.98 2.41 0.78  C5 1.148
14 H -2.84 -0.83 -2.39  C4 1.054
15 H 0.20 2.10 -0.84  C5 1.131
16 H -0.61 1.81 0.62  C5 1.088
17 H -2.42 0.25 1.46  N7 1.095

Electronic structure analysis, Mulliken charges in units of e: atom 1 (C): -0.633, atom 2 (C): -0.214, atom 3 (C): -0.288, atom 4 (C): -0.283, atom 5 (C): -0.916, atom 6 (N): -0.673, atom 7 (N): -0.847, atom 8 (N): 0.546, atom 9 (N): 0.590, atom 10 (H): 0.346, atom 11 (H): 0.380, atom 12 (H): 0.493, atom 13 (H): 0.306, atom 14 (H): 0.300, atom 15 (H): 0.303, atom 16 (H): 0.292, atom 17 (H): 0.298